Entry 1:
9
Properties=species:S:1:pos:R:3:forces:R:3:lowdin_charge:R:1 method="wB97M-V/def2-TZVPD" smiles="S/N=C/NS" multiplicity=1 e_homo_ev=-8.6 de_lowest_kj_mol=144.28 e_tot_ev=-25750.9945 max_force_ev_per_a=2.83 lumo_ev=0.653
S 2.6085 -0.3768 0.0948 -0.866 -0.828 1.600 0.7183
N 1.0850 0.3237 -0.1738 -1.975 -1.312 1.105 -0.3906
C 0.0863 -0.0821 0.5564 0.787 2.261 -1.504 -0.3944
N -1.1673 0.5462 0.3034 -0.147 -1.101 0.688 -0.4517
S -2.6047 -0.3840 0.0225 1.467 -0.171 -0.732 0.6827
H 3.1127 0.3217 -0.8364 1.191 1.055 -1.531 -0.1999
H 0.1634 -0.6361 1.4812 -0.143 -0.703 -0.116 0.1058
H -1.0788 1.3370 -0.3009 0.110 0.260 -0.483 0.0523
H -2.2050 -1.0496 -1.1472 -0.424 0.539 0.974 -0.1224

Entry 2:
117
Properties=species:S:1:pos:R:3:forces:R:3:lowdin_charge:R:1 method="wB97M-V/def2-TZVPD" smiles="C[C@H]1COC(=O)O1.C[C@H]1COC(=O)O1.C[C@H]1COC(=O)O1.C[C@H]1COC(=O)O1.C[C@H]1COC(=O)O1.C[C@H]1COC(=O)O1.C[C@H]1COC(=O)O1.C[C@H]1COC(=O)O1.C[C@H]1COC(=O)O1" multiplicity=1 e_homo_ev=-10.2 de_lowest_kj_mol=636.38 e_tot_ev=-93486.6539 max_force_ev_per_a=6.91 lumo_ev=-0.142
C 0.9431 1.5903 -0.8779 1.290 0.811 -0.410 -0.0044
C 0.0803 0.5091 -1.5000 0.761 2.419 0.107 -0.3019
C 0.6403 -0.8636 -1.3420 -0.109 -0.022 -1.289 -0.0338
O -0.5867 -1.5985 -1.1208 1.958 -2.341 0.189 0.0945
C -1.4947 -0.8138 -0.6515 -1.693 1.846 -0.401 -0.6427
O -2.6177 -1.1107 -0.3753 -0.489 -0.694 0.715 0.1328
O -1.0913 0.4593 -0.7090 -0.833 -0.121 0.796 0.0701
H 1.9277 1.2740 -0.5334 -0.217 -0.686 0.510 0.0854
H 0.4108 2.0875 -0.0670 0.113 -0.033 -0.167 0.0678
H 1.2902 2.3412 -1.5876 -0.705 0.243 -0.202 0.0840
H -0.2701 0.8677 -2.4679 0.280 -0.629 -0.439 0.1598
H 1.3714 -0.7881 -0.5371 -0.391 -1.034 0.416 0.1182
H 1.0790 -1.3056 -2.2365 0.179 0.203 0.194 0.1456
C -1.8373 -5.1034 -1.0557 -1.360 -1.734 -0.601 0.0110
C -3.2024 -5.8486 -0.8736 2.384 -0.206 0.376 -0.3030
C -3.2501 -7.1247 -0.0800 1.479 -1.525 -1.293 -0.1214
O -4.5491 -7.1313 0.4635 -0.564 -0.254 0.286 0.0928
C -4.9242 -5.8290 0.4926 -5.297 -0.623 2.725 -0.6013
O -5.9701 -5.3627 0.9374 2.179 -1.669 -0.715 0.1366
O -4.0065 -5.1309 -0.0015 1.583 4.946 -1.872 0.0970
H -2.0813 -4.1027 -1.4124 0.431 0.101 0.395 0.0731
H -1.3637 -5.6538 -1.8686 0.271 0.209 -0.188 0.0821
H -1.1721 -5.2013 -0.1978 -0.325 0.529 0.123 0.0797
H -3.6355 -6.0409 -1.8552 -0.521 0.533 -0.041 0.1593
H -2.4643 -7.1584 0.6747 -0.179 0.005 0.323 0.1400
H -3.1259 -7.9600 -0.7692 -0.101 -0.344 0.374 0.1385
C 2.6310 7.2010 2.2049 -2.398 0.066 -0.317 -0.0058
C 2.5869 5.7037 2.5306 1.206 0.851 0.437 -0.2796
C 2.0116 4.8063 1.4749 -1.002 0.380 1.386 -0.0950
O 3.1369 4.5893 0.6823 -4.292 -1.105 -4.788 0.1383
C 4.1867 4.7006 1.3369 6.874 0.670 0.014 -0.6523
O 5.3072 4.4149 0.9117 -2.073 0.172 1.138 0.1139
O 3.9646 5.3686 2.4486 1.083 -0.617 2.412 0.0910
H 2.9288 7.4208 1.1797 1.028 -0.398 0.131 0.0934
H 3.0897 7.8392 2.9602 0.260 -0.349 -0.200 0.0932
H 1.6002 7.5337 2.0833 -0.516 0.231 0.630 0.0690
H 2.1967 5.4217 3.5085 0.112 0.504 0.144 0.1596
H 1.1445 5.3537 1.1051 0.483 -0.695 -1.020 0.1116
H 1.7468 3.8091 1.8263 -0.508 0.188 0.339 0.1429
C 4.7935 -3.3155 4.0383 0.696 -1.475 1.679 -0.0249
C 4.5636 -2.7594 2.6734 0.922 1.420 2.448 -0.3303
C 3.3945 -3.3272 2.0523 -1.903 -1.265 -3.121 -0.1032
O 2.6330 -2.1910 1.6061 -0.362 -2.153 -0.525 0.0816
C 3.0589 -1.1215 2.2286 0.084 0.260 0.494 -0.5940
O 2.4318 -0.1171 2.1832 0.307 1.325 0.371 0.1559
O 4.1921 -1.3984 2.9198 -0.458 1.279 -0.593 0.1004
H 5.3879 -4.2275 3.9837 0.323 0.063 0.150 0.0902
H 3.9196 -3.6211 4.6136 -0.859 -0.183 -0.914 0.0894
H 5.1556 -2.6690 4.8377 1.054 0.516 -0.820 0.0937
H 5.3951 -2.7820 1.9690 0.327 0.114 0.430 0.1631
H 2.7461 -4.0302 2.5753 0.125 0.369 0.542 0.1435
H 3.7446 -3.8468 1.1604 -0.404 -0.185 -0.249 0.1267
C 5.7177 -4.7036 -4.3602 0.103 0.816 1.767 -0.0061
C 5.1339 -4.7187 -2.9131 0.191 -1.148 -1.869 -0.2353
C 6.1496 -4.5012 -1.7764 -0.995 -1.634 -0.347 -0.1048
O 5.5984 -3.3663 -1.2288 1.546 2.491 2.653 0.0694
C 4.4819 -2.9248 -1.7693 -2.027 5.504 2.586 -0.5744
O 3.8352 -1.9271 -1.3252 2.347 -3.911 -1.467 0.0860
O 4.2128 -3.5757 -2.8304 -0.265 -2.262 -1.829 0.1235
H 6.4649 -3.9100 -4.3635 -0.112 0.325 -0.235 0.0841
H 4.8868 -4.4162 -5.0045 0.351 -0.534 -0.396 0.0900
H 6.3038 -5.5927 -4.5926 -0.658 -0.269 -0.189 0.0880
H 4.5387 -5.6196 -2.7643 -0.116 0.105 0.039 0.1490
H 7.1894 -4.5386 -2.1012 0.048 1.258 -0.270 0.1363
H 6.1612 -5.1951 -0.9359 -0.453 -0.755 -0.390 0.1329
C -2.1510 -3.4916 1.9804 0.868 0.412 1.156 -0.0056
C -2.1847 -2.4613 3.1463 -1.573 -0.530 -1.039 -0.2230
C -3.4493 -1.5641 3.1801 2.208 0.497 -2.667 -0.1357
O -4.0013 -1.9160 4.3394 -3.647 0.703 2.463 0.0933
C -3.4302 -2.8979 5.0044 -1.785 0.158 3.186 -0.5627
O -3.8499 -3.2264 6.1182 1.657 0.008 -2.894 0.1131
O -2.4123 -3.3180 4.2977 1.902 -0.700 0.348 0.0851
H -1.1490 -3.8956 2.1251 0.164 -0.351 -0.872 0.0796
H -2.3839 -3.1622 0.9678 0.352 0.403 0.288 0.0577
H -2.8266 -4.3092 2.2315 -0.205 0.246 0.066 0.0898
H -1.3116 -1.8296 3.3099 0.374 -0.567 -0.122 0.1464
H -4.0348 -1.7408 2.2778 -0.544 -0.218 0.245 0.1419
H -3.2472 -0.4932 3.2008 0.246 0.007 -0.087 0.1162
C 1.1902 8.6372 -2.2890 -1.258 -0.267 0.619 0.0018
C 0.3602 7.9979 -1.0868 0.578 0.333 -1.869 -0.2389
C -1.1372 7.6954 -1.3811 0.482 1.688 0.459 -0.0824
O -1.2526 6.3073 -1.2616 -1.325 0.538 -1.038 0.0989
C -0.0988 5.7805 -0.9495 -1.008 -4.454 1.778 -0.5632
O -0.0961 4.5873 -0.5948 1.195 2.993 -1.221 0.0885
O 0.8634 6.6708 -0.9301 1.460 -0.478 0.522 0.0787
H 0.8079 9.6153 -2.5810 -0.015 0.201 0.437 0.0783
H 1.0250 8.0425 -3.1875 0.002 -0.384 0.146 0.0848
H 2.2673 8.7058 -2.1365 -0.181 -0.090 0.412 0.0810
H 0.4516 8.5104 -0.1291 0.335 0.133 -0.177 0.1415
H -1.4163 8.0918 -2.3573 -0.289 -0.362 0.010 0.1369
H -1.7371 8.1211 -0.5767 -0.254 0.237 -0.349 0.1364
C -5.1868 0.2322 -3.9813 0.897 -0.930 -0.251 0.0128
C -3.7259 -0.0712 -3.3908 -2.753 1.284 0.819 -0.2986
C -3.3235 -1.4962 -3.5537 -1.049 -1.251 0.000 -0.0846
O -2.5966 -1.4786 -4.7609 -0.792 -2.778 0.534 0.1192
C -2.3160 -0.2771 -5.0694 1.993 3.047 -1.340 -0.6180
O -1.6296 -0.0179 -6.0124 -0.104 0.806 -0.095 0.1505
O -2.7982 0.6396 -4.1598 1.039 -0.408 -0.975 0.0800
H -5.8151 -0.6580 -4.0103 -0.172 -0.091 1.005 0.0707
H -5.1382 0.3572 -5.0631 0.553 0.670 -0.113 0.0830
H -5.7140 1.0776 -3.5391 0.251 -0.154 0.075 0.0803
H -3.6769 0.2392 -2.3471 0.046 0.127 -0.091 0.1441
H -4.2529 -2.0341 -3.7411 0.335 -0.629 0.326 0.1333
H -2.7020 -1.9736 -2.7962 -0.234 0.285 0.192 0.1196
C -1.2835 1.7376 2.5357 -0.080 0.135 0.406 -0.0062
C -2.4361 2.7170 2.3445 -1.233 -2.661 -0.712 -0.2503
C -2.7558 3.2362 1.0047 2.581 2.797 -2.854 -0.1367
O -4.1567 3.4023 0.8396 1.682 0.762 0.643 0.1086
C -4.6132 2.4149 1.5774 -1.305 -0.485 -0.340 -0.6254
O -5.7210 2.0383 1.4105 -1.067 -1.107 0.922 0.1713
O -3.6708 1.9052 2.3859 -0.365 -0.069 2.035 0.0748
H -0.3983 2.3216 2.2837 0.448 -0.574 0.223 0.0783
H -1.3031 0.7411 2.0945 -0.330 0.592 -1.439 0.0751
H -1.2737 1.3373 3.5495 0.240 1.059 0.651 0.0870
H -2.3100 3.5392 3.0488 -0.840 -0.240 0.553 0.1564
H -2.4323 2.6310 0.1578 0.361 -0.321 0.295 0.1410
H -2.2879 4.2148 0.8970 -0.033 0.080 -0.432 0.1248

Entry 3:
22
Properties=species:S:1:pos:R:3:forces:R:3:lowdin_charge:R:1 method="wB97M-V/def2-TZVPD" multiplicity=1 e_homo_ev=-8.8 de_lowest_kj_mol=1076.47 e_tot_ev=-10533.4598 max_force_ev_per_a=5.05 lumo_ev=0.678
C -2.5246 0.6155 -0.7872 1.624 0.260 1.802 -0.0374
C -1.4074 0.0208 0.3293 -2.465 -1.586 -2.556 -0.4924
C -1.6756 -1.4959 0.8711 1.348 0.510 -2.471 -0.0738
C 1.1121 0.3697 0.3298 -0.897 -2.334 0.507 -0.3764
C 1.5727 1.8150 0.2552 2.267 4.230 -0.827 -0.1131
C 2.0962 -0.6369 -0.2717 -1.960 -0.911 0.210 -0.1448
H -2.7096 0.0866 -1.7244 1.125 0.050 -0.072 0.0667
H -2.5023 1.7343 -0.8605 0.981 -0.957 -0.513 0.0758
H -3.4679 0.5615 -0.3712 -2.192 -0.624 1.541 0.0041
H -1.1423 0.7966 0.9579 -1.031 1.462 2.551 0.0826
H -3.0922 -1.9169 0.4414 4.485 1.059 2.067 0.1654
H -0.5492 -1.9354 -0.3396 -3.091 0.376 3.239 0.2419
H -1.0094 -1.6422 2.0198 -2.837 -0.040 -3.500 0.1085
H 1.1184 0.0673 1.3899 -0.892 0.187 -0.123 0.1366
H 1.2635 2.5916 1.3117 0.610 -2.551 -3.764 0.1477
H 1.2764 2.2680 -0.8698 0.468 -0.861 3.406 0.1180
H 2.9804 2.0592 0.2045 -4.376 -1.362 0.303 0.1677
H 2.1902 -0.3997 -1.2782 0.365 0.739 -2.036 0.0881
H 3.0953 -0.5480 0.1651 -0.329 -0.631 0.483 0.1197
H 2.1356 -2.3159 -1.0339 -0.951 -0.959 0.400 0.0805
O -0.2198 -0.0360 -0.3668 4.717 1.330 -0.789 -0.2383
O 1.4595 -2.0591 -0.3721 3.034 2.613 0.142 -0.1269